The molecule C22H29N3O3, computed with wB97M-V/def2-TZVPD.

The geometry in XYZ format:
```
57
C22H29N3O3 (wB97M-V/def2-TZVPD)
C 0.796 5.215 -2.146
C 1.989 4.319 -2.459
C 1.628 2.837 -2.682
C 0.820 2.628 -3.962
C 0.956 2.270 -1.456
C 1.742 1.810 -0.405
C 1.177 1.269 0.731
C -0.206 1.170 0.835
N -0.756 0.565 1.983
C -1.855 -0.228 1.993
O -2.574 -0.414 1.033
C -2.153 -0.890 3.342
N -1.880 -2.322 3.274
C -2.786 -3.096 4.101
C -0.492 -2.622 3.574
C 0.457 -2.117 2.489
O 1.504 -1.564 2.758
N -0.002 -2.374 1.243
C 0.579 -1.928 0.043
C 1.955 -1.862 -0.113
C 2.474 -1.401 -1.312
C 1.642 -1.004 -2.336
C 0.256 -1.067 -2.177
O -0.487 -0.629 -3.229
C -1.890 -0.633 -3.102
C -0.273 -1.551 -0.990
C -1.006 1.661 -0.187
C -0.424 2.202 -1.319
H 0.271 4.857 -1.264
H 1.137 6.230 -1.955
H 0.098 5.246 -2.978
H 2.496 4.691 -3.352
H 2.695 4.377 -1.627
H 2.576 2.298 -2.803
H 1.427 2.886 -4.827
H -0.072 3.248 -3.982
H 0.518 1.587 -4.045
H 2.818 1.861 -0.485
H 1.802 0.889 1.525
H -0.117 0.500 2.765
H -1.597 -0.400 4.158
H -3.222 -0.753 3.518
H -2.575 -4.155 3.960
H -2.697 -2.860 5.171
H -3.809 -2.905 3.781
H -0.375 -3.709 3.622
H -0.162 -2.202 4.539
H -0.973 -2.663 1.191
H 2.605 -2.154 0.695
H 3.544 -1.349 -1.442
H 2.037 -0.633 -3.268
H -2.269 -0.175 -4.015
H -2.215 -0.049 -2.237
H -2.281 -1.652 -3.020
H -1.337 -1.601 -0.826
H -2.078 1.606 -0.099
H -1.065 2.567 -2.105
```

The structure (SMILES) is CC[C@H](C)c1ccc(NC(=O)CN(C)CC(=O)Nc2cccc(OC)c2)cc1. The net charge is 0. For the max |F|, the calculation gives 0.53 eV/Å. The value obtained for the molar mass is 383.5 g mol⁻¹. As for the relative energy (zero: lowest compared OMol25 entry of this formula, charge and spin): 56.0 kJ/mol.

Atomic partial charges in e from the Löwdin method, atoms 1 to 2: C -0.0961; C -0.2144